# C21H36Cl3IrN2O4Si

A molecular structure, C21H36Cl3IrN2O4Si in a non-equilibrium geometry (ωB97M-V/def2-TZVPD, the Open Molecules 2025 dataset).

## Properties
Expectation value of S²   6.023
Maximum force   7.55 eV/Å
ΔE to the lowest compared entry with this formula, charge and spin   72.6 kJ/mol
DFT total energy   -81811.8807 eV
E_LUMO (spin up / spin down)   0.53 / -2.18 eV
Spin multiplicity   5
Charge   0

Element x y z (Å)
H 0.60472 4.90994 1.50319
C 0.17534 2.53058 -2.42012
Ir -2.08164 -0.85491 -0.25157
C 1.87056 -1.37173 0.77207
H 0.82615 2.76710 -1.57857
H 2.63873 -2.15136 0.70211
H -3.02408 1.55919 -2.91209
C -2.70549 -4.75245 -2.85422
Cl 2.12744 1.70390 0.65600
O 1.78351 -2.97144 3.38200
H -2.67525 -3.98934 -3.64332
H 1.66588 -1.13509 1.82959
C 0.62314 2.59952 -3.75019
H 1.55407 -1.92292 -1.93180
H -0.45421 2.99197 2.28946
C -3.03934 -3.44152 -0.86942
H 1.54513 -0.01018 3.77678
H 2.96335 0.38785 4.80542
Cl -2.28874 -1.24776 -2.60429
H 3.91260 1.77148 -1.41521
H -0.77386 -4.57528 -0.08585
O -2.65627 -2.82198 0.16725
H 2.97580 -0.54211 6.78461
H 0.93332 -1.81959 0.42081
C 1.11474 -0.91231 -1.73307
Cl -4.13324 0.09804 0.35788
C -0.82191 -4.41332 -1.16443
C -0.00702 5.38425 0.71798
H -2.22519 1.53672 -5.29379
C -1.15021 3.20810 0.24869
H 0.06415 2.36081 -5.81713
H 3.14609 -0.68969 3.39276
C -0.26024 2.28748 -4.79046
C -0.61534 4.36399 -0.19831
H 0.09716 -1.18198 -1.36778
H -0.79003 5.98472 1.20189
O -1.33627 0.85888 -0.41511
H -2.03250 3.76592 2.12699
H 2.34835 -2.18867 7.06202
O -1.08132 -0.19750 2.52679
H 3.08987 0.80992 -2.66912
H 1.79599 -3.50823 5.35879
Si 2.41411 -0.00349 -0.47392
C 3.58258 0.74976 -1.68136
H 1.68963 2.78118 -3.95483
C -1.69754 2.15975 -0.74019
H -0.18695 -3.55258 -1.43906
H -2.06609 -5.59618 -3.13989
C 2.18599 -1.25336 6.52368
H -3.74826 -5.07482 -2.71641
H 4.42905 0.05027 -1.67292
H -1.88417 2.01830 1.88538
C -1.55384 1.85669 -4.49862
N -2.22395 -4.21555 -1.58475
C 2.48360 -0.39348 4.21089
H -4.07997 -3.37264 -1.21459
C -1.50458 -0.56956 1.49839
H -0.45641 -5.29820 -1.70875
H -0.72342 4.66614 -1.23555
H 1.21162 -0.84514 6.82909
C -1.16138 2.27935 -2.16355
H -2.79130 2.16808 -0.69377
H 0.63226 6.08820 0.16991
C -2.02823 1.90734 -3.18712
C 1.93229 -2.73008 4.57287
N 2.27233 -1.51806 5.09688
H 0.95558 -0.45319 -2.70552
C -1.38690 2.97023 1.70650

=====

# C5H10NS

2 unconnected molecules or ions with the total composition C5H10NS in a non-equilibrium geometry (ωB97M-V/def2-TZVPD, the Open Molecules 2025 dataset).

## Properties
Maximum force   1.38 eV/Å
ΔE to the lowest compared entry with this formula, charge and spin   35.6 kJ/mol
DFT total energy   -17671.3894 eV
E_LUMO   3.57 eV
Spin multiplicity   1
Charge   -1

Element x y z (Å)
H 2.98768 -0.54906 -2.13504
H 3.80985 0.40536 -0.89352
H -3.82104 -1.04068 0.16927
C 1.70053 0.50668 -0.71886
H 0.85059 -0.09605 -1.04884
H 1.68631 1.43623 -1.29902
H 3.07799 -1.16513 -0.44722
C 2.97338 -0.28003 -1.07545
H -0.47288 -0.60394 0.77975
H -1.49629 1.63965 1.27530
C -1.95843 0.90184 0.62966
C -1.37608 -0.24976 0.30337
N -1.92959 -1.15948 -0.65443
S 1.51503 0.84552 1.06922
C -3.12397 -1.54485 -0.50626
H -3.48192 -2.43967 -1.01343
H -2.96283 1.15622 0.28714

=====

# C3H4BrNO

2 unconnected molecules or ions with the total composition C3H4BrNO in a non-equilibrium geometry (ωB97M-V/def2-TZVPD, the Open Molecules 2025 dataset).

## Properties
Maximum force   5.24 eV/Å
ΔE to the lowest compared entry with this formula, charge and spin   361.6 kJ/mol
DFT total energy   -76751.7718 eV
E_LUMO   -1.10 eV
Spin multiplicity   1
Charge   0

Element x y z (Å)
C 0.90285 1.19243 -1.75576
C -0.42983 -0.58731 0.00595
H 0.33746 2.55390 0.09900
Br 2.52449 1.33471 0.40918
H 0.49429 -1.23932 0.31045
H -0.31778 -0.82580 -1.18253
O -0.48674 0.70125 0.32064
H -1.34705 -1.07721 0.36451
N 0.97859 0.43502 -2.61991
C 0.94303 1.77747 -0.45590

=====

# C4H4O3

A molecular structure, C4H4O3 (ωB97M-V/def2-TZVPD, the Open Molecules 2025 dataset).

## Properties
Maximum force   0.62 eV/Å
ΔE to the lowest compared entry with this formula, charge and spin   463.7 kJ/mol
DFT total energy   -10350.4061 eV
E_LUMO   -0.85 eV
Spin multiplicity   1
Charge   0

Element x y z (Å)
H 1.45701 1.04243 -1.50107
O 1.07536 0.62139 1.27649
H -2.19339 0.10164 2.40488
C -0.15447 -0.09532 -0.68033
C 0.02928 0.23468 0.80492
O -1.43339 -0.80159 2.44416
C 1.05742 0.02406 -1.55621
H 1.84904 -0.64356 -1.19819
C -1.22075 0.18512 1.63487
H 0.79104 -0.22559 -2.58452
O -1.25715 -0.44328 -1.04501

=====

# C15H18AgF3N3O3S4

A molecular structure, C15H18AgF3N3O3S4 in a non-equilibrium geometry (ωB97M-V/def2-TZVPD, the Open Molecules 2025 dataset).

## Properties
Maximum force   1.65 eV/Å
ΔE to the lowest compared entry with this formula, charge and spin   0.0 kJ/mol
DFT total energy   -81954.7853 eV
E_LUMO   2.35 eV
Spin multiplicity   1
Charge   -1

Element x y z (Å)
C 3.19693 -3.26908 -0.02342
H 1.55331 -4.56473 -2.11246
S 1.91230 -2.43826 -0.98978
Ag 0.31817 1.00079 -0.25662
N -1.59567 -3.65957 -0.64772
H 1.16471 -3.14615 -3.12071
H 4.12193 -3.31806 -0.59734
H -0.60354 -1.47838 1.39356
H -1.65816 -3.92222 -1.61387
C 2.46139 1.76272 2.42013
O 0.59133 0.05279 1.98544
C -4.52545 2.61930 -0.26794
C -3.41535 1.81462 -0.06854
C -1.31506 -2.36013 -0.33412
H -1.41678 -3.76982 2.40125
F 3.57447 2.25393 1.86467
C 1.87648 -3.56661 -2.41317
H -3.53645 0.76151 0.16619
H -1.88436 -5.29756 0.64817
S 2.03621 0.06526 1.76764
H 3.34727 -2.66435 0.86869
H -5.52495 2.21020 -0.20561
H -0.23283 -5.12732 0.03665
H -5.13697 4.64071 -0.68510
N -0.99870 -2.30708 0.95604
C -0.54917 3.92576 -0.68634
C -1.93518 3.52499 -0.48059
C 1.69519 3.91929 -1.12504
S -1.46452 -1.10087 -1.41336
H 2.86470 -3.61117 -2.86960
F 2.66558 1.70488 3.74895
C -4.30390 3.96228 -0.54384
H 2.19162 6.06010 -1.25185
C -0.76875 -3.61839 1.53458
N -2.16346 2.24126 -0.15197
H 0.26966 -3.71805 1.85835
O 2.46995 0.06743 0.39070
S -0.15930 5.64704 -0.79359
H 2.68364 3.51609 -1.30916
C -3.00632 4.41794 -0.65146
H 2.86331 -4.27188 0.24762
C -1.11337 -4.57319 0.37622
C 0.53417 3.10718 -0.90410
F 1.47261 2.63093 2.21048
C 1.48076 5.26153 -1.09672
H -2.80389 5.45550 -0.88174
O 2.76639 -0.84118 2.62042

=====

# C4H5BrFN2

A gas-phase ion, C4H5BrFN2 (charge +1) in a non-equilibrium geometry (ωB97M-V/def2-TZVPD, the Open Molecules 2025 dataset).

## Properties
Expectation value of S²   2.017
Maximum force   5.41 eV/Å
ΔE to the lowest compared entry with this formula, charge and spin   153.4 kJ/mol
DFT total energy   -79955.9043 eV
E_LUMO (spin up / spin down)   -4.64 / -8.21 eV
Spin multiplicity   3
Charge   +1

Element x y z (Å)
Br -2.09036 1.28713 -2.15713
C -0.50455 -1.17288 0.16418
C -0.42856 0.78507 -1.32100
N 1.04534 1.02750 0.54781
H -1.56261 -1.46033 0.44688
H 0.16892 -1.21823 1.99893
F 0.35821 0.29665 -2.30355
H -0.21044 -1.34134 -0.88047
C -0.08041 1.35006 -0.10100
H -0.89412 2.00991 0.34999
H 2.37900 -0.37443 1.26281
C 1.34479 -0.08706 0.95829
N 0.47477 -1.10206 1.03426

=====

What is the charge in the first record?
0

=====

Which value of ΔE to the lowest compared entry with this formula, charge and spin does entry 1 give?
72.6 kJ/mol

=====

Please write out number 2 again, unchanged.
# C5H10NS

2 unconnected molecules or ions with the total composition C5H10NS in a non-equilibrium geometry (ωB97M-V/def2-TZVPD, the Open Molecules 2025 dataset).

## Properties
Maximum force   1.38 eV/Å
ΔE to the lowest compared entry with this formula, charge and spin   35.6 kJ/mol
DFT total energy   -17671.3894 eV
E_LUMO   3.57 eV
Spin multiplicity   1
Charge   -1

Element x y z (Å)
H 2.98768 -0.54906 -2.13504
H 3.80985 0.40536 -0.89352
H -3.82104 -1.04068 0.16927
C 1.70053 0.50668 -0.71886
H 0.85059 -0.09605 -1.04884
H 1.68631 1.43623 -1.29902
H 3.07799 -1.16513 -0.44722
C 2.97338 -0.28003 -1.07545
H -0.47288 -0.60394 0.77975
H -1.49629 1.63965 1.27530
C -1.95843 0.90184 0.62966
C -1.37608 -0.24976 0.30337
N -1.92959 -1.15948 -0.65443
S 1.51503 0.84552 1.06922
C -3.12397 -1.54485 -0.50626
H -3.48192 -2.43967 -1.01343
H -2.96283 1.15622 0.28714